Entry 1:
This record from the Open Molecules 2025 dataset describes a single C2H3NO2 molecule at a distorted geometry. The level of theory is ωB97M-V with the def2-TZVPD basis set.

Positions of all 8 atoms, in Å:
C  1.058  -0.020  0.132
N  -0.311  -0.714  -0.187
O  -1.035  -0.015  -1.277
C  -1.457  0.013  -0.020
O  -2.272  0.474  0.680
H  1.418  -0.509  1.095
H  1.749  -0.247  -0.620
H  0.851  1.018  0.197

Summary:
Relative energy (zero: lowest compared OMol25 entry of this formula, charge and spin) ... 71.9 kcal/mol
Kohn-Sham gap ... 0.4167 Ha
Energy ... -283.14347 hartree
SMILES ... CN1OC1=O
M ... 73.1 g mol⁻¹
HOMO energy ... -10.49 eV

Per-atom natural (NBO) charges, elementary charge units: number 1, C, carries -0.43; number 2, N, carries -0.19; number 3, O, carries -0.37; number 4, C, carries 0.87; number 5, O, carries -0.52; number 6, H, carries 0.23; number 7, H, carries 0.22; number 8, H, carries 0.20

Entry 2:
This record from the Open Molecules 2025 dataset describes a single C2H3NO2 molecule at a distorted geometry. The level of theory is ωB97M-V with the def2-TZVPD basis set.

Positions of all 8 atoms, in Å:
C  -0.090  0.885  0.399
C  0.073  -0.605  0.568
N  -0.421  0.155  -1.673
O  -0.316  -0.947  -1.048
O  -0.454  1.149  -0.865
H  0.673  1.463  0.874
H  1.202  -0.937  0.787
H  -0.667  -1.163  0.958

Summary:
Relative energy (zero: lowest compared OMol25 entry of this formula, charge and spin) ... 154.5 kcal/mol
Kohn-Sham gap (spin up / spin down) ... 0.2904 / 0.3356 Ha
Energy ... -283.01176 hartree
M ... 73.1 g mol⁻¹
HOMO energy (spin up / spin down) ... -7.90 / -8.32 eV

Per-atom natural (NBO) charges, elementary charge units: number 1, C, carries -0.08; number 2, C, carries -0.15; number 3, N, carries 0.22; number 4, O, carries -0.33; number 5, O, carries -0.23; number 6, H, carries 0.19; number 7, H, carries 0.20; number 8, H, carries 0.19

Question: Which of these has the highest relative energy (zero: lowest compared OMol25 entry of this formula, charge and spin)?
Answer: number 2

Question: The lowest energy belongs to which entry?
Answer: number 1